119
Properties=species:S:1:pos:R:3:forces:R:3 method="wB97M-V/def2-TZVPD" relative_energy_kcal_mol=81.4 charge=-1 energy_ha=-2988.6005 lumo_ev=2.1
N 2.2207 -0.6685 -2.7057 9.37 7.97 1.51
H 1.4257 -0.8445 -3.0487 -8.86 -0.15 -2.30
H 2.3347 0.3425 -2.2997 -1.02 -1.36 -0.08
H 2.7257 -0.7315 -3.5837 1.70 -0.47 0.37
H 2.4037 -1.2955 -1.9107 1.76 1.68 1.44
N 1.2127 -2.3615 1.6523 0.73 3.05 -0.66
H 1.5457 -1.5565 2.0063 0.53 4.37 2.11
H 0.2797 -2.2555 1.4103 -2.30 0.08 -0.25
H 1.5937 -3.0305 2.1723 0.85 -4.04 2.80
H 1.8147 -2.3585 0.7763 -0.81 0.95 0.61
P 0.6977 0.1345 -0.1427 5.93 2.26 2.00
O 0.1277 0.2645 1.1803 -2.61 1.47 4.95
O 2.2137 -0.2175 0.0793 2.60 -0.74 -0.23
O 0.7577 1.3465 -0.9897 -0.98 2.81 -2.95
O 0.1957 -1.0595 -0.7587 -3.86 -5.07 -3.33
O -2.3643 -1.9895 2.3533 -1.99 -0.09 -2.13
C -3.1163 -1.5085 1.4713 3.24 1.49 3.20
O -4.3363 -1.9155 1.2173 -1.62 -1.76 -0.24
C -4.9513 -3.0705 1.9443 -0.13 2.68 0.87
C -6.4203 -3.2005 1.6013 -1.11 -2.50 2.36
C -2.6833 -0.2085 0.7993 0.94 0.17 -1.05
H -4.8043 -2.9215 3.0223 -0.14 0.45 -0.20
H -4.5113 -4.0225 1.8253 1.20 -0.67 -1.18
H -7.2633 -2.7595 2.1903 1.36 0.70 -0.16
H -6.5503 -4.2885 1.9743 -0.27 1.20 -1.09
H -6.7223 -3.1285 0.5883 0.25 -0.09 -1.13
H -3.4123 0.3495 0.1283 0.04 -2.74 1.58
H -1.7843 -0.4355 0.1443 -1.05 -0.25 0.50
H -2.0413 0.5775 1.4033 -1.68 -2.53 -0.57
O 3.4607 4.8595 2.1863 0.75 1.00 0.32
C 3.0527 4.1595 1.3193 -2.30 -3.42 -0.44
O 3.5477 4.1585 0.0673 0.94 0.30 1.38
C 2.9337 3.4235 -0.9757 -0.28 4.71 -2.45
C 3.7897 3.8645 -2.1987 -2.87 1.13 -0.91
C 1.8887 3.0655 1.5873 2.37 1.86 2.00
H 1.9037 3.8695 -1.0857 0.85 -0.93 -0.11
H 2.8847 2.4115 -0.9537 -0.23 -3.12 1.16
H 4.7487 3.5095 -2.2687 2.54 -1.19 0.67
H 3.8917 4.9705 -2.2157 -0.33 -0.62 -0.07
H 3.3667 3.5205 -3.1757 -0.23 0.43 0.77
H 1.0207 3.3905 1.0923 -1.24 0.19 -0.70
H 1.7607 3.1305 2.7023 -0.13 -0.12 -1.06
H 2.1047 2.0465 1.3133 0.21 -0.29 -0.51
O 1.7327 -3.4195 -0.0257 -1.13 -3.62 -6.36
C 0.8107 -3.4065 -0.8917 2.79 0.62 0.57
O -0.2823 -4.1025 -0.7267 -1.45 -1.82 -0.17
C -0.5443 -5.0055 0.3763 -0.34 1.69 2.93
C -1.9523 -5.5315 0.3153 2.16 -1.96 2.95
C 0.7767 -2.7015 -2.2547 2.18 -1.46 -0.51
H -0.5183 -4.3825 1.3043 0.26 -0.31 -0.61
H 0.1327 -5.8235 0.6003 0.70 0.10 -0.97
H -2.6643 -4.8415 0.3363 -2.85 3.23 -0.34
H -2.3053 -6.2955 1.0723 1.26 1.11 0.33
H -2.0283 -6.1635 -0.4397 -0.62 -2.26 -4.40
H 1.7377 -1.9425 -2.4337 -5.49 -7.86 0.91
H -0.1533 -2.1255 -2.1917 0.51 -0.38 -0.67
H 0.8017 -3.5035 -3.0457 -0.18 0.46 0.58
O -4.4533 3.8065 0.1203 2.21 -1.58 2.70
C -3.4953 3.1865 0.6233 -0.74 2.28 -0.05
O -3.1423 3.2495 1.9953 -3.49 2.54 -2.23
C -1.9443 2.8285 2.5053 2.85 -3.34 -0.22
C -1.9313 2.9295 4.0473 1.53 2.63 -1.59
C -2.6493 2.3395 -0.2317 1.09 7.36 -2.36
H -0.9873 3.3385 2.1513 -1.50 -0.37 -0.12
H -1.9393 1.7435 2.1263 1.24 1.77 1.40
H -0.8813 2.6755 4.4863 -2.28 0.45 -0.66
H -2.7903 2.5075 4.4373 -1.24 -2.00 1.13
H -2.2693 4.0055 4.1773 1.26 -0.63 0.33
H -1.6133 2.3815 -0.1587 2.01 -0.01 0.81
H -2.8563 2.6135 -1.2567 -0.31 0.12 -0.31
H -2.9733 1.4735 -0.0797 -1.75 -5.77 0.55
O 3.2397 -2.5385 3.8173 0.05 2.57 2.77
C 3.2877 -1.6855 4.7573 1.05 -0.69 -6.19
O 3.6367 -0.3645 4.5033 -1.14 -1.50 2.01
C 3.6827 0.2985 3.2023 0.16 -2.47 -0.31
C 4.7447 1.3405 3.3003 0.64 -6.20 -4.30
C 2.9427 -2.0085 6.1273 -2.79 2.67 -0.35
H 2.7087 0.6295 2.8473 -0.26 0.12 0.57
H 3.9687 -0.4975 2.5043 -0.03 0.34 -0.20
H 4.6677 1.8365 4.0893 -0.93 4.87 6.49
H 4.6397 1.8265 2.4153 0.24 2.17 -2.40
H 5.6837 0.8075 3.3513 0.53 0.03 -0.20
H 2.4827 -2.9835 6.1713 -0.76 0.18 -0.04
H 2.3537 -1.0235 6.3913 0.50 -2.40 0.26
H 3.7437 -2.0595 6.7523 2.57 0.21 1.70
O -3.1633 0.6345 -4.5027 -1.48 -1.69 5.49
C -3.2653 0.1245 -3.2927 2.69 1.26 -6.88
O -4.4183 -0.1825 -2.6927 1.58 -0.17 0.36
C -5.6013 0.2685 -3.2687 -3.01 0.12 0.08
C -6.8463 -0.4185 -2.4897 0.95 1.04 -11.85
C -2.0003 -0.3955 -2.6077 -5.35 0.21 2.48
H -5.6633 0.1135 -4.3477 0.21 -0.72 0.10
H -5.6283 1.3345 -3.2197 -0.08 0.92 0.50
H -6.7213 -1.3925 -2.7227 0.63 -3.58 0.07
H -7.8373 -0.2625 -3.0117 1.10 0.68 0.41
H -6.9233 -0.2235 -1.6067 -0.52 2.24 10.17
H -1.6153 -1.2775 -2.9497 0.15 -2.53 -1.80
H -2.5693 -0.7025 -1.6857 1.89 0.24 -0.01
H -1.1283 0.1445 -2.4607 1.00 2.18 0.62
C -1.5493 3.5585 -4.6037 -0.98 -3.84 1.70
C -0.1903 3.0565 -5.0567 2.37 1.10 -6.43
O 0.2887 3.2915 -6.2547 -2.41 -0.85 4.94
C 0.6837 2.3635 -4.0617 -1.50 -0.54 -1.29
H -2.5073 3.1325 -5.0727 1.86 -0.58 0.32
H -1.8403 4.5305 -4.7497 0.58 2.94 -0.15
H -1.5923 3.2525 -3.5047 -0.39 0.76 -1.29
H 0.5417 2.9405 -3.2247 0.48 0.91 2.62
H 1.6557 2.0255 -4.2707 1.77 1.12 -1.05
H 0.3517 1.3905 -3.8247 -1.79 -1.03 0.67
C 5.2697 0.4705 -0.7117 2.96 -2.21 0.19
C 5.4607 -1.0095 -0.9617 0.47 -2.56 -4.19
O 5.6237 -1.4965 -2.1667 -0.79 2.12 5.12
C 5.3267 -2.0075 0.2433 2.56 3.64 -0.89
H 6.0627 0.8535 -0.0807 0.32 0.08 0.10
H 4.4217 0.5215 -0.1857 -3.64 0.14 2.60
H 5.0907 1.0945 -1.5107 0.22 0.96 -2.34
H 4.3617 -2.1185 0.4963 -3.78 -0.35 0.51
H 5.7917 -1.6855 1.1633 0.22 1.03 0.28
H 5.7887 -2.9045 0.1333 1.10 -2.76 -1.35